Below is a gas-phase ion, C2H2Cl3O2S (charge -1) in a non-equilibrium geometry, with properties calculated with the ωB97M-V functional and the def2-TZVPD basis.

ORCA input file:
```
! wB97M-V def2-TZVPD RIJCOSX def2/J DEFGRID3
* xyz -1 1
C -0.959 -0.137 -0.264
C 0.049 0.634 0.459
O 1.124 -1.626 1.269
O -0.264 1.232 1.487
S 1.668 -0.428 0.510
Cl -2.450 0.753 -0.183
Cl 1.967 -1.088 -1.428
Cl 0.613 2.006 -0.828
H -0.672 -0.327 -1.327
H -1.077 -1.019 0.306
*
```

Computed properties:
energy above the lowest of the compared OMol25 structures with the same formula, charge and spin = 23.8 kJ/mol
electronic energy = -54605.3050 eV